The following is a quantum chemistry calculation of a cluster of 2 separate species, C26H35ClO3 in total at a distorted geometry, from the OMol25 dataset.

As for the HOMO-LUMO gap: 5.9 eV. As for the LUMO energy: -0.060 Ha. Its energy above the lowest of the compared OMol25 structures with the same formula, charge and spin is 106.3 kJ/mol.

The geometry in XYZ format:
```
65
C26H35ClO3 (ωB97M-V/def2-TZVPD)
H 3.203 -2.069 2.167
H 3.818 -2.136 -2.443
H 0.343 6.470 0.607
H 2.949 2.361 0.474
H 1.681 -0.697 -2.772
H 3.933 -1.832 0.094
H 1.466 3.087 -0.171
C -0.391 5.687 0.415
H 3.714 0.542 -2.549
H 0.688 -2.419 3.442
C 2.928 -2.170 -1.796
Cl -4.028 2.627 -4.048
H 3.821 0.280 -0.805
C -1.504 1.021 -1.381
C 3.334 -2.625 -0.383
C 2.217 -0.807 -1.815
H -1.914 0.773 -3.482
O 0.454 2.503 3.150
C -2.245 1.567 2.317
C -0.427 4.740 1.600
H 0.234 5.090 2.410
H 1.312 1.577 -1.994
H -0.781 0.204 -1.360
H -1.455 4.584 1.974
C -1.180 -0.238 1.191
H 2.806 2.497 -1.893
H -1.849 2.421 2.866
H -3.276 0.127 3.644
H -1.903 -1.817 2.561
C 1.134 1.415 1.062
H -1.602 0.470 4.077
C -2.282 0.312 3.226
C -2.171 1.313 -2.578
C 1.090 -1.869 2.581
C 2.286 -2.649 1.995
C -2.784 2.745 -0.258
H 1.451 -0.771 -1.026
C 2.254 1.666 -1.434
C -1.822 1.712 -0.191
C 1.981 2.135 -0.021
H 1.943 -4.066 0.408
C -3.205 2.262 -2.589
H -0.154 5.203 -0.540
C 0.515 2.462 1.940
C -1.426 1.154 1.086
H 0.569 0.081 3.470
H -4.392 3.621 -1.400
O 3.057 0.120 1.391
H 1.219 -2.501 0.088
H 2.234 -2.906 -2.224
H -1.358 6.184 0.315
O 0.045 3.468 1.127
H 2.244 -0.444 3.695
C 1.406 -0.426 2.971
H 2.394 -3.598 2.545
C -3.550 2.935 -1.409
H 0.274 -1.846 1.856
C -1.779 -0.757 2.330
H -3.264 1.835 2.011
H 3.970 -3.519 -0.465
C 3.113 0.403 -1.636
C 2.120 -2.980 0.503
H -3.013 3.349 0.621
H -0.682 -0.812 0.410
C 1.902 0.383 1.771
```